Density functional theory data (ωB97M-V/def2-TZVPD) for C28H41BrCsF6I2N2O6S6 as an isolated structure at a distorted geometry.

As for the total charge: -1. For the total energy, the calculation gives -7830.51404 Ha. As for the spin multiplicity: 1. The LUMO energy is 1.83 eV. As for the HOMO energy: -5.203 eV. The frontier orbital gap comes out at 7.03 eV.

Geometry as XYZ:
```
93
C28H41BrCsF6I2N2O6S6 (ωB97M-V/def2-TZVPD)
Cs -1.1751 0.5842 -0.4391
C 7.0557 -0.8450 1.7211
C 5.9949 0.0673 2.3232
S 4.3083 -0.5319 1.9946
C 3.5667 0.8484 1.0822
C 4.1296 1.1295 -0.3043
S 3.7024 -0.1346 -1.5441
C 5.2802 -0.9465 -1.9427
C 5.9823 -1.7031 -0.8183
S 7.3002 -0.6735 -0.0694
H 6.8467 -1.8904 1.9522
H 8.0340 -0.6056 2.1441
H 6.0886 1.0796 1.9304
H 6.1261 0.1130 3.4062
H 3.6327 1.7434 1.7001
H 2.5161 0.5566 1.0194
H 5.2121 1.2512 -0.2804
H 3.6937 2.0623 -0.6644
H 5.9528 -0.2174 -2.3974
H 4.9891 -1.6457 -2.7295
H 6.4625 -2.5996 -1.2128
H 5.2766 -1.9893 -0.0420
F 0.4692 1.6001 5.1783
C -0.6369 1.7151 4.4411
F -1.1723 2.9157 4.6459
F -1.5054 0.7871 4.8368
S -0.2494 1.4840 2.6543
O -1.4749 1.7351 1.9503
O 0.3321 0.1702 2.5613
N 0.8027 2.6433 2.4890
S 1.0512 3.2667 1.0713
O 0.6960 2.3853 -0.0207
O 2.3222 3.9213 1.0393
C -0.1744 4.6592 0.9063
F -0.3652 5.2581 2.0823
F 0.3067 5.5583 0.0440
F -1.3485 4.2336 0.4445
O -1.8480 -2.7541 -1.0909
C -1.3297 -3.8914 -1.7494
C -0.4149 -3.5465 -2.9205
C 0.6737 -2.5292 -2.5563
C 1.3788 -2.8750 -1.2761
C 2.2407 -3.9696 -1.2008
C 2.8295 -4.2816 0.0107
C 2.5449 -3.4965 1.1168
C 1.6841 -2.4231 0.9509
N 1.1168 -2.1173 -0.2132
H -2.2936 -2.1940 -1.7591
H -2.1381 -4.5404 -2.1111
H -0.7701 -4.4516 -0.9932
H -1.0135 -3.1307 -3.7343
H 0.0308 -4.4800 -3.2823
H 0.2229 -1.5452 -2.4449
H 1.4009 -2.4658 -3.3705
H 2.4423 -4.5656 -2.0831
H 3.5068 -5.1239 0.0923
H 2.9958 -3.6938 2.0805
H 1.4448 -1.7644 1.7783
Br -8.0798 0.4057 1.7899
C -7.5888 0.8876 0.0229
C -8.6071 1.2002 -0.8657
C -8.2994 1.5454 -2.1717
C -6.9763 1.5767 -2.5848
C -5.9627 1.2701 -1.6926
C -6.2574 0.9228 -0.3777
I -4.6583 0.4032 0.8748
H -9.6344 1.1641 -0.5301
H -9.0975 1.7793 -2.8646
H -6.7255 1.8211 -3.6086
H -4.9340 1.2501 -2.0260
I -2.9900 -0.4060 -3.3716
C 0.0901 -4.1449 5.4926
C -0.1279 -3.7261 4.0422
C -1.2018 -2.6532 3.9263
S -1.6370 -2.2907 2.1938
O -2.5196 -1.0850 2.2540
C -2.7077 -3.7573 1.8862
C -4.1921 -3.4325 1.9562
C -4.6980 -3.0975 3.3565
H 0.8746 -4.8986 5.5703
H -0.8252 -4.5618 5.9175
H 0.3811 -3.2877 6.1025
H -0.3926 -4.6029 3.4443
H 0.8022 -3.3384 3.6222
H -0.8251 -1.6952 4.2889
H -2.1137 -2.9021 4.4712
H -2.4291 -4.5332 2.6022
H -2.4364 -4.0750 0.8810
H -4.7340 -4.2978 1.5636
H -4.4026 -2.5994 1.2848
H -4.4624 -3.8993 4.0630
H -5.7802 -2.9619 3.3487
H -4.2495 -2.1694 3.7098
```

Atom charges from the Mulliken analysis, given in e for atoms 1 to 4:
1. Cs 1.130
2. C -0.664
3. C -0.766
4. S -0.073